Molecular formula: C30H48GaP2
Method: DFT, ωB97M-V with the def2-TZVPD basis set

largest force on an atom = 2.7 eV Å⁻¹
orbital gap = 0.2350 Ha
relative energy (zero: lowest compared OMol25 entry of this formula, charge and spin) = 0.0 kJ/mol
spin multiplicity = 1
total charge = +1
HOMO level = -9.287 eV
total energy = -3779.13047 Eh

CARTESIAN COORDINATES (ANGSTROEM)
Ga: 0.211 1.689 0.209
C: -2.723 2.339 0.402
C: -2.888 1.535 1.562
C: -1.492 3.282 2.119
C: -1.821 3.410 0.724
C: -2.130 2.117 2.615
C: -3.550 2.292 -0.823
H: -4.007 1.305 -0.967
H: -2.937 2.549 -1.699
H: -4.366 3.033 -0.743
C: -1.598 4.622 -0.104
H: -1.852 4.443 -1.158
H: -0.552 4.950 -0.051
H: -2.231 5.456 0.252
C: -0.862 4.336 2.941
H: -1.624 5.080 3.239
H: -0.084 4.859 2.369
H: -0.416 3.923 3.859
C: -2.192 1.728 4.044
H: -2.885 2.400 4.576
H: -1.205 1.824 4.518
H: -2.558 0.701 4.174
C: -3.919 0.485 1.748
H: -4.807 0.940 2.228
H: -3.562 -0.329 2.403
H: -4.232 0.061 0.781
C: 0.917 -3.827 -3.272
C: -0.398 -4.073 -3.236
C: -1.026 -5.345 -2.749
C: -0.350 -6.051 -1.539
C: 0.071 -5.141 -0.428
C: 1.245 -4.514 -0.314
C: 2.378 -4.559 -1.292
C: 1.999 -4.744 -2.788
H: -1.088 -6.086 -3.567
H: 0.472 -6.684 -1.898
H: -2.066 -5.126 -2.465
H: 1.773 -5.802 -2.975
H: 1.281 -2.917 -3.764
H: -1.094 -3.372 -3.709
H: 2.910 -4.510 -3.365
H: 2.944 -3.618 -1.204
H: 1.466 -3.976 0.615
H: 3.081 -5.364 -1.017
H: -1.112 -6.733 -1.124
H: -0.662 -5.054 0.381
P: -0.088 -0.106 -1.200
P: 1.060 0.151 1.795
C: 1.163 -1.337 -0.659
C: 1.869 -1.098 0.699
H: 1.920 -1.425 -1.457
H: 0.628 -2.297 -0.628
H: 1.922 -2.042 1.267
H: 2.910 -0.782 0.529
C: 2.180 0.912 2.988
H: 1.553 1.307 3.803
H: 2.733 1.744 2.532
H: 2.880 0.165 3.393
C: -0.102 -0.798 2.820
H: 0.406 -1.712 3.175
H: -1.010 -1.063 2.257
H: -0.384 -0.182 3.686
C: 0.134 0.327 -2.939
H: -0.758 0.892 -3.250
H: 0.228 -0.583 -3.553
H: 1.019 0.965 -3.082
C: -1.715 -0.913 -1.102
H: -2.022 -1.066 -0.056
H: -1.685 -1.889 -1.618
H: -2.460 -0.267 -1.592
C: 4.150 4.242 -0.959
C: 3.120 4.802 -0.193
C: 1.997 4.035 0.159
C: 1.885 2.710 -0.271
C: 2.922 2.145 -1.026
C: 4.051 2.909 -1.367
H: 5.010 4.846 -1.249
H: 3.152 5.842 0.135
H: 1.211 4.486 0.772
H: 2.830 1.106 -1.354
H: 4.835 2.443 -1.967

=====

Molecular formula: C52H116O26
Method: DFT, ωB97M-V with the def2-TZVPD basis set

largest force on an atom = 4.0 eV Å⁻¹
orbital gap = 0.3656 Ha
spin multiplicity = 1
HOMO level = -9.504 eV
SMILES string = CCOC(C)=O.CCOC(C)=O.CCOC(C)=O.CCOC(C)=O.COCCOCCOC.COCCOCCOC.COCCOCCOC.COCCOCCOC.COCCOCCOC.COCCOCCOC
total energy = -4006.69562 Eh

CARTESIAN COORDINATES (ANGSTROEM)
C: 2.604 10.289 -3.835
C: 3.949 10.184 -4.578
O: 3.975 11.088 -5.670
C: 5.160 11.340 -6.195
C: 5.022 12.313 -7.371
O: 6.231 10.906 -5.822
H: 1.808 9.979 -4.511
H: 2.329 11.249 -3.399
H: 2.463 9.556 -3.041
H: 4.690 10.385 -3.804
H: 4.174 9.168 -4.903
H: 5.784 13.083 -7.250
H: 4.033 12.729 -7.559
H: 5.383 11.677 -8.178
C: 8.744 13.265 -6.616
C: 9.850 12.818 -5.701
O: 10.614 13.920 -5.260
C: 11.869 13.763 -4.659
C: 12.508 15.111 -4.320
O: 12.419 12.725 -4.453
H: 8.211 12.406 -7.022
H: 9.035 13.869 -7.476
H: 8.055 13.824 -5.983
H: 9.540 12.245 -4.828
H: 10.452 12.102 -6.260
H: 13.512 14.995 -3.913
H: 12.027 15.542 -3.442
H: 12.376 15.758 -5.187
C: 2.352 11.545 -16.695
C: 2.675 11.591 -15.235
O: 2.412 10.313 -14.723
C: 2.808 9.863 -13.479
C: 2.212 8.589 -13.143
O: 3.514 10.520 -12.695
H: 2.479 12.561 -17.069
H: 1.328 11.190 -16.815
H: 3.035 10.861 -17.201
H: 3.759 11.708 -15.241
H: 2.275 12.446 -14.690
H: 2.450 7.775 -13.827
H: 1.127 8.658 -13.228
H: 2.460 8.328 -12.114
C: 8.286 16.143 -9.661
C: 8.285 14.956 -10.610
O: 7.080 14.132 -10.446
C: 6.015 14.322 -11.328
C: 4.915 13.346 -11.098
O: 5.949 15.079 -12.290
H: 9.110 16.828 -9.861
H: 8.451 15.803 -8.639
H: 7.343 16.686 -9.600
H: 8.306 15.353 -11.625
H: 9.214 14.386 -10.615
H: 5.072 12.316 -11.416
H: 4.194 13.736 -11.817
H: 4.487 13.295 -10.097
C: 8.581 20.136 -9.650
O: 8.156 21.298 -10.328
C: 8.569 21.438 -11.659
C: 8.070 22.701 -12.331
O: 8.947 23.770 -11.995
C: 8.469 25.052 -12.351
C: 9.598 26.011 -11.794
O: 9.438 27.365 -12.121
C: 10.396 28.310 -11.513
H: 8.405 19.220 -10.216
H: 8.017 20.059 -8.721
H: 9.633 20.221 -9.380
H: 8.303 20.591 -12.291
H: 9.659 21.447 -11.650
H: 7.058 23.009 -12.070
H: 8.041 22.634 -13.419
H: 7.543 25.247 -11.810
H: 8.397 25.077 -13.439
H: 10.533 25.756 -12.293
H: 9.715 25.806 -10.730
H: 11.440 27.999 -11.524
H: 10.184 28.510 -10.463
H: 10.319 29.204 -12.132
C: 2.193 18.618 -14.388
O: 1.922 17.622 -13.483
C: 2.808 16.522 -13.521
C: 2.046 15.263 -13.217
O: 1.850 15.060 -11.845
C: 1.425 13.820 -11.355
C: 1.500 13.683 -9.861
O: 1.115 12.475 -9.389
C: 1.831 11.293 -9.840
H: 1.442 19.389 -14.213
H: 2.111 18.247 -15.410
H: 3.206 18.957 -14.173
H: 3.640 16.601 -12.821
H: 3.131 16.413 -14.556
H: 2.600 14.415 -13.619
H: 1.072 15.250 -13.706
H: 2.130 13.087 -11.746
H: 0.372 13.702 -11.611
H: 0.790 14.429 -9.503
H: 2.509 13.914 -9.521
H: 1.647 10.466 -9.153
H: 2.895 11.491 -9.713
H: 1.591 10.943 -10.844
C: 3.615 21.779 -17.515
O: 4.098 20.450 -17.479
C: 4.976 20.295 -16.442
C: 5.347 18.778 -16.428
O: 6.453 18.418 -15.593
C: 6.323 18.509 -14.199
C: 7.525 17.837 -13.517
O: 8.750 18.386 -13.856
C: 9.829 17.929 -13.074
H: 2.978 21.916 -18.389
H: 4.486 22.420 -17.655
H: 3.013 21.977 -16.629
H: 4.522 20.486 -15.469
H: 5.922 20.790 -16.661
H: 5.569 18.410 -17.430
H: 4.502 18.204 -16.049
H: 5.403 18.014 -13.888
H: 6.291 19.537 -13.840
H: 7.461 16.797 -13.837
H: 7.535 17.899 -12.429
H: 9.656 18.083 -12.009
H: 10.666 18.563 -13.367
H: 10.165 16.902 -13.216
C: 7.654 21.009 -2.464
O: 7.408 21.674 -3.705
C: 6.496 21.011 -4.583
C: 6.888 19.563 -4.990
O: 8.226 19.537 -5.517
C: 8.837 18.241 -5.852
C: 10.195 18.373 -6.567
O: 10.375 17.235 -7.368
C: 11.527 17.311 -8.267
H: 6.730 20.890 -1.898
H: 8.384 21.529 -1.844
H: 8.147 20.049 -2.615
H: 6.422 21.640 -5.471
H: 5.488 20.863 -4.196
H: 6.262 19.268 -5.832
H: 6.722 18.856 -4.176
H: 8.163 17.761 -6.561
H: 8.951 17.639 -4.951
H: 10.929 18.368 -5.762
H: 10.248 19.268 -7.187
H: 11.540 16.451 -8.936
H: 12.409 17.160 -7.644
H: 11.603 18.205 -8.886
C: 4.907 16.483 -7.195
O: 4.854 17.204 -8.429
C: 3.844 16.767 -9.387
C: 2.402 16.993 -8.900
O: 1.928 16.075 -7.942
C: 0.891 16.604 -7.219
C: 0.225 15.466 -6.381
O: 1.048 14.802 -5.413
C: 2.094 13.996 -5.913
H: 4.030 16.526 -6.550
H: 5.806 16.824 -6.682
H: 5.072 15.417 -7.352
H: 4.008 15.748 -9.738
H: 3.965 17.441 -10.235
H: 1.733 16.992 -9.761
H: 2.188 18.005 -8.555
H: 0.099 17.049 -7.822
H: 1.180 17.483 -6.642
H: -0.172 14.725 -7.075
H: -0.622 15.918 -5.867
H: 1.699 13.274 -6.627
H: 2.546 13.434 -5.096
H: 2.815 14.621 -6.439
C: 9.044 11.767 -12.705
O: 9.106 11.622 -11.322
C: 10.309 11.093 -10.762
C: 10.137 10.729 -9.297
O: 9.349 9.518 -9.206
C: 8.945 9.147 -7.877
C: 8.178 7.812 -7.975
O: 7.926 7.076 -6.744
C: 7.099 7.788 -5.838
H: 9.731 12.529 -13.072
H: 8.025 12.084 -12.928
H: 9.254 10.824 -13.211
H: 10.989 11.946 -10.754
H: 10.717 10.223 -11.276
H: 9.736 11.602 -8.781
H: 11.100 10.548 -8.818
H: 8.277 9.924 -7.505
H: 9.804 9.056 -7.212
H: 8.771 7.167 -8.622
H: 7.268 7.940 -8.562
H: 6.292 8.257 -6.400
H: 7.643 8.476 -5.192
H: 6.686 7.006 -5.200

=====

Molecular formula: C47H50BF7IN3O12S2
Method: DFT, ωB97M-V with the def2-TZVPD basis set

largest force on an atom = 0.9 eV Å⁻¹
orbital gap = 0.3204 Ha
spin multiplicity = 1
HOMO level = -9.273 eV
SMILES string = CC(=O)OCCC[C@]1(S(=O)(=O)C(F)(F)C(F)(F)F)OS(=O)(=O)[C@H](C(=O)NC(=O)F)[C@@H](I)[C@]1(B(O)N(C)C)C(=O)NC(=O)F.c1ccccc1.c1ccccc1.c1ccccc1.c1ccccc1.c1ccccc1
total energy = -4706.11609 Eh

CARTESIAN COORDINATES (ANGSTROEM)
C: -4.027 -0.485 6.150
C: -2.609 -0.128 5.807
O: -1.674 -0.862 5.955
O: -2.474 1.136 5.310
C: -1.548 1.300 4.236
C: -2.270 1.210 2.891
C: -1.525 2.036 1.840
C: -1.493 1.562 0.372
S: -1.034 3.107 -0.578
O: -0.536 2.795 -1.884
O: -0.281 3.972 0.279
C: -2.666 3.997 -0.868
F: -2.246 5.186 -1.310
F: -3.295 4.171 0.300
C: -3.674 3.402 -1.935
F: -3.956 4.335 -2.824
F: -3.175 2.359 -2.590
F: -4.789 3.031 -1.340
O: -2.802 1.337 -0.143
S: -3.641 -0.027 -0.005
O: -4.261 -0.222 -1.269
O: -4.460 0.042 1.169
C: -2.409 -1.311 0.295
C: -3.051 -2.347 1.228
O: -3.663 -3.268 0.780
N: -2.801 -2.187 2.620
C: -3.252 -3.319 3.373
O: -2.592 -4.195 3.768
F: -4.572 -3.209 3.645
C: -0.982 -0.879 0.731
I: 0.228 -2.597 0.288
C: -0.476 0.436 0.049
B: -0.280 0.018 -1.545
O: -1.443 -0.182 -2.260
N: 1.038 -0.215 -2.115
C: 1.536 0.939 -2.915
C: 0.959 -1.370 -3.047
C: 0.911 0.837 0.569
O: 1.591 1.669 0.055
N: 1.363 0.146 1.774
C: 2.777 -0.017 1.800
O: 3.368 -0.974 1.475
F: 3.394 1.078 2.295
H: -4.050 -0.910 7.157
H: -4.373 -1.268 5.469
H: -4.691 0.376 6.116
H: -1.136 2.307 4.355
H: -0.740 0.568 4.323
H: -3.262 1.641 3.051
H: -2.424 0.171 2.627
H: -0.493 2.226 2.152
H: -1.994 3.021 1.848
H: -2.330 -1.830 -0.662
H: -3.373 -1.393 2.921
H: -0.919 -0.817 1.815
H: -1.776 0.638 -2.650
H: 0.731 1.525 -3.363
H: 2.204 1.592 -2.352
H: 2.124 0.538 -3.744
H: 1.966 -1.771 -3.184
H: 0.578 -1.071 -4.032
H: 0.302 -2.152 -2.673
H: 1.105 0.728 2.572
C: -7.327 -5.227 6.957
C: -8.371 -4.678 7.690
C: -8.665 -3.327 7.576
C: -7.914 -2.523 6.729
C: -6.868 -3.072 6.001
C: -6.574 -4.424 6.113
H: -7.101 -6.282 7.044
H: -8.955 -5.305 8.351
H: -9.481 -2.900 8.146
H: -8.145 -1.470 6.638
H: -6.281 -2.445 5.343
H: -5.758 -4.850 5.543
C: 2.933 4.523 0.876
C: 4.180 4.231 1.410
C: 4.967 5.243 1.941
C: 4.506 6.552 1.940
C: 3.258 6.847 1.406
C: 2.472 5.833 0.876
H: 2.328 3.730 0.461
H: 4.539 3.209 1.412
H: 5.940 5.012 2.357
H: 5.118 7.343 2.357
H: 2.900 7.868 1.402
H: 1.500 6.060 0.458
C: 5.112 0.297 -1.380
C: 5.569 1.610 -1.404
C: 6.397 2.036 -2.433
C: 6.771 1.156 -3.438
C: 6.317 -0.156 -3.413
C: 5.488 -0.583 -2.385
H: 4.461 -0.045 -0.585
H: 5.279 2.301 -0.623
H: 6.751 3.060 -2.451
H: 7.415 1.491 -4.241
H: 6.608 -0.846 -4.194
H: 5.133 -1.606 -2.367
C: 8.829 -2.980 -3.574
C: 9.263 -4.263 -3.271
C: 9.999 -4.985 -4.200
C: 10.301 -4.425 -5.434
C: 9.863 -3.144 -5.740
C: 9.128 -2.422 -4.810
H: 8.259 -2.414 -2.848
H: 9.027 -4.700 -2.310
H: 10.339 -5.985 -3.962
H: 10.877 -4.988 -6.157
H: 10.094 -2.709 -6.703
H: 8.788 -1.422 -5.049
C: -4.376 -0.563 -7.185
C: -4.090 -1.873 -6.827
C: -3.875 -2.198 -5.495
C: -3.945 -1.214 -4.518
C: -4.226 0.097 -4.878
C: -4.443 0.423 -6.210
H: -4.548 -0.311 -8.224
H: -4.034 -2.641 -7.588
H: -3.655 -3.220 -5.216
H: -3.782 -1.463 -3.479
H: -4.283 0.866 -4.120
H: -4.664 1.445 -6.490